C4H7NO | ωB97M-V/def2-TZVPD

The geometry in XYZ format:
```
13
Properties=species:S:1:pos:R:3:forces:R:3
C -0.80145 -1.58739 -0.32886 -0.1 0.1 0.0
C -1.68151 -0.68003 -0.75213 0.1 -0.2 0.1
C -1.28398 0.67823 -1.00974 0.3 0.9 -0.2
N -0.94712 1.76867 -1.21241 -0.3 -1.1 0.2
H -1.11445 -2.60901 -0.13794 0.0 0.1 0.0
H 0.24225 -1.33659 -0.15810 -0.2 0.0 0.0
H -2.72802 -0.91622 -0.92104 0.2 0.0 0.0
H 0.79478 -0.08984 2.21537 -0.1 0.0 0.1
H 0.28755 0.03201 2.74812 0.0 0.0 0.0
C 1.80621 1.19548 -0.11151 0.1 -0.3 0.1
O 2.02393 0.04159 0.17692 -0.1 0.6 -0.2
H 2.17752 1.63721 -1.05413 0.0 -0.1 0.1
H 1.22430 1.86588 0.54546 0.1 -0.1 0.0
```
Forces are in eV/Å.

For the energy above the lowest of the compared OMol25 structures with the same formula, charge and spin, the calculation gives 323.0 kJ/mol. The spin multiplicity is 1. Its HOMO energy is -10.3 eV. Its SMILES is C=CC#N.[H][H].C=O. Its charge is 0. The HOMO-LUMO gap is 0.3931 hartree. As for the maximum force: 0.0223 Eh/bohr.

C4H7NO | ωB97M-V/def2-TZVPD

The geometry in XYZ format:
```
13
Properties=species:S:1:pos:R:3:forces:R:3
C -2.83564 -1.10753 0.46259 0.1 0.0 0.0
C -1.72669 -0.46248 0.18886 0.4 0.2 -0.1
N -0.70947 0.16167 -0.07892 -0.6 -0.4 0.2
C 0.60805 -0.41629 0.21575 0.0 -0.3 0.0
O 1.51278 0.57190 0.56842 0.0 0.0 0.1
C 1.97151 1.35839 -0.51550 0.1 0.2 -0.2
H -3.31819 -0.99754 1.42713 0.1 0.1 -0.1
H -3.27647 -1.76223 -0.28012 0.1 0.1 0.1
H 0.55770 -1.11232 1.06045 -0.1 0.1 -0.1
H 0.92304 -0.96885 -0.68301 0.0 0.1 0.1
H 1.23099 1.40886 -1.32378 0.1 0.0 0.2
H 2.14360 2.36902 -0.13618 0.0 -0.1 -0.1
H 2.91880 0.95742 -0.90571 -0.2 0.0 0.0
```
Forces are in eV/Å.

For the energy above the lowest of the compared OMol25 structures with the same formula, charge and spin, the calculation gives 258.0 kJ/mol. The spin multiplicity is 1. Its HOMO energy is -9.0 eV. Its SMILES is C=C=NCOC. Its charge is 0. The HOMO-LUMO gap is 0.3690 hartree. As for the maximum force: 0.0144 Eh/bohr.